# 1
A 2-piece molecular cluster, C2H5OS overall at a distorted geometry, computed with ωB97M-V with the def2-TZVPD basis set.

Positions of all 9 atoms, in Å:
S -2.26337 -0.40980 -0.65735
H -2.48847 0.31100 -1.78691
O 2.65852 0.88059 0.34278
C 1.46983 0.70207 0.37298
C 0.82543 -0.58716 0.75690
H 0.71380 1.41713 0.00647
H 1.48129 -1.33814 1.19118
H -0.10007 -0.44406 1.31456
H 0.39611 -0.93304 -0.19504

Its total charge is -1. The energy relative to the best compared isomer or geometry (same formula, charge and spin) comes out at 2.7 kcal/mol. The HOMO energy is -2.80 eV. The HOMO-LUMO gap is 6.785 eV.

These are the Mulliken partial charges, in e, on atoms 1 to 6: S -0.8721; H -0.0559; O -0.5296; C 0.2026; C -0.8020; H 0.3010



# 2
A 2-piece molecular cluster, C19H33BN4O9PS2 overall at a distorted geometry, computed with ωB97M-V with the def2-TZVPD basis set.

Positions of all 69 atoms, in Å:
C 5.50192 -1.56565 2.19906
C 5.90582 -0.86939 0.89453
C 4.67870 -0.46958 0.04419
C 4.88396 0.83774 -0.71096
C 3.59686 1.55902 -1.10311
C 2.74140 2.00136 0.07962
C 1.50741 2.80725 -0.33183
C 0.43985 1.83346 -0.90885
C -0.57733 1.60337 0.20059
N -1.59250 0.56883 -0.10882
C -1.59923 -0.09261 -1.37732
C -0.59515 -1.23477 -1.45943
C 0.26904 -1.56344 -0.42188
C 1.17870 -2.60722 -0.58400
C 1.20264 -3.33673 -1.76840
C 0.31965 -3.05412 -2.80973
C 0.29564 -3.85539 -4.07326
C -0.56146 -1.98660 -2.63285
C -2.45710 0.39874 0.87617
N -2.36568 1.11710 1.97149
C -3.40573 0.85405 2.72794
B -3.65872 1.72985 4.03267
O -3.26158 2.96571 3.73628
O -4.21618 1.25898 5.20597
N -4.14043 -0.09266 2.16092
O -5.29972 -0.54397 2.70420
N -3.56283 -0.48245 0.94792
P -4.21868 -1.69212 -0.02824
O -4.79174 -0.89886 -1.27556
O -3.03762 -2.57285 -0.63383
S -5.55300 -2.82061 0.76159
H 4.56842 -2.10750 2.06979
H 5.33134 -0.81974 2.97300
H 6.27233 -2.24638 2.54952
H 6.49475 0.01568 1.11990
H 6.53356 -1.55484 0.32780
H 4.51878 -1.29525 -0.64693
H 3.82274 -0.44760 0.71602
H 5.39886 0.58824 -1.64168
H 5.56870 1.49997 -0.18307
H 3.03135 0.87888 -1.74155
H 3.84898 2.44179 -1.69112
H 3.36930 2.60324 0.74178
H 2.43395 1.12901 0.65677
H 1.76673 3.58024 -1.04556
H 1.09830 3.21860 0.58678
H -0.05012 2.35239 -1.72982
H 0.96923 0.94092 -1.22224
H -1.08804 2.54737 0.38526
H -0.02845 1.28926 1.08643
H -2.57821 -0.41820 -1.70145
H -1.29520 0.60725 -2.15182
H 0.25939 -1.00386 0.50036
H 1.86840 -2.84197 0.21110
H 1.92701 -4.13427 -1.86130
H 1.20671 -4.42667 -4.22333
H -0.51167 -4.58585 -4.00527
H 0.10128 -3.25243 -4.95472
H -1.24259 -1.76752 -3.44633
H -4.01643 3.31152 3.17678
H -5.01101 1.77413 5.37322
H -6.02004 -0.24192 2.12821
H -4.83450 -1.49158 -2.03731
H -2.37934 -2.78977 0.04124
O -4.72627 3.55986 1.42150
S -3.78816 3.38314 0.24785
O -4.44302 3.85192 -0.98293
O -3.45640 1.91313 0.12172
O -2.54757 4.14240 0.51633

Its total charge is -1. The HOMO energy is -4.03 eV. The HOMO-LUMO gap is 6.052 eV.

These are the Mulliken partial charges, in e, on atoms 1 to 6: C -1.1952; C -0.4442; C -0.1048; C -0.9861; C -0.5528; C -0.4259



# 3
A 2-piece molecular cluster, C2H7O2P2S overall at a distorted geometry, computed with ωB97M-V with the def2-TZVPD basis set.

Positions of all 14 atoms, in Å:
C -0.54910 1.34575 1.33101
C 0.42454 0.20513 1.56154
O 1.15835 0.03951 -1.09823
O 0.81324 2.81157 -1.63349
P 1.67463 -2.61863 0.31263
P 1.41994 -0.55640 0.18330
S 2.16030 0.76441 1.73548
H -0.05912 2.02437 0.75250
H -0.96498 1.91656 2.21452
H -1.54836 1.04504 0.70085
H 0.18921 -0.56919 2.22676
H 0.84860 1.87550 -1.41086
H 1.72047 -2.34264 1.77712
H 1.03524 3.13981 -0.78703

Its total charge is -1. The energy relative to the best compared isomer or geometry (same formula, charge and spin) comes out at 25.7 kcal/mol. The HOMO energy is -3.46 eV. The HOMO-LUMO gap is 6.804 eV.

These are the Mulliken partial charges, in e, on atoms 1 to 6: C -0.7492; C -0.1766; O -0.7617; O -0.6637; P -0.2064; P 0.3074



# 4
C16H8BrFN6O9Pd as an isolated structure at a distorted geometry, computed with ωB97M-V with the def2-TZVPD basis set.

Positions of all 42 atoms, in Å:
Pd 0.13035 -0.14058 -0.37566
O 0.17947 0.57151 -2.17909
C -0.44961 -0.30648 -2.91033
O -0.94954 -1.30138 -2.42747
H -0.47367 -0.04360 -3.97526
Br 7.33051 1.38903 0.35114
C 6.13109 0.01934 -0.13075
C 6.62096 -1.22919 -0.50324
N 5.83679 -2.24016 -0.85436
C 4.52575 -2.04480 -0.84684
C 3.95307 -0.82834 -0.48893
C 4.76864 0.23604 -0.12051
C 2.49319 -0.68400 -0.50562
O 1.69295 -1.60200 -0.79595
O 1.97339 0.46415 -0.20292
H 7.68953 -1.40863 -0.51474
H 3.89543 -2.87712 -1.13483
H 4.34983 1.19158 0.16329
O -0.52956 1.53553 0.35401
N -1.33831 2.14926 -0.45520
C -1.72431 3.31245 -0.05797
C -1.28075 3.90946 1.16799
N -0.92263 4.37972 2.15172
C -2.63826 4.02970 -0.89729
N -3.37629 4.61197 -1.55501
F 2.13656 -3.50500 4.73906
C 1.06533 -2.71134 4.78224
C 0.19221 -2.67194 3.77574
N -0.92441 -1.86146 3.81329
C -1.80754 -1.78391 2.67387
C -1.16533 -1.13598 1.47300
O -1.82589 -0.83672 0.45746
O 0.09169 -0.90942 1.47769
C -1.19805 -1.03981 4.90050
O -2.16401 -0.31366 4.94970
N -0.27400 -1.12500 5.91864
C 0.89392 -1.88592 5.97616
O 1.64148 -1.84124 6.91988
H 0.32248 -3.27693 2.89002
H -2.67719 -1.19100 2.95368
H -2.16405 -2.77377 2.37963
H -0.45582 -0.52456 6.71123

Its total charge is 0. The energy relative to the best compared isomer or geometry (same formula, charge and spin) comes out at 10.0 kcal/mol. The HOMO energy (spin up / spin down) is -9.70 / -9.70 eV. The HOMO-LUMO gap (spin up / spin down) is 6.146 / 6.144 eV.

These are the Mulliken partial charges, in e, on atoms 1 to 6: Pd 0.0486; O -0.4509; C 0.2888; O -0.4858; H 0.4366; Br -0.1468



# 5
A 3-piece molecular cluster, C11H21BrN3O12P2S2 overall at a distorted geometry, computed with ωB97M-V with the def2-TZVPD basis set.

Positions of all 52 atoms, in Å:
C 2.22852 -4.88423 -1.79752
C 2.04738 -3.82127 -1.28477
C 1.80323 -2.58417 -0.49384
N 1.25000 -2.99711 0.81989
C -0.02406 -2.92962 0.98970
N -0.98575 -2.44471 0.05030
C -1.70335 -1.50136 0.94816
C -1.85639 -2.31253 2.28032
P -1.75381 -1.35996 3.90226
O -0.58849 -2.06541 4.82113
Br -3.68158 -1.85906 4.96808
N -0.76397 -3.30313 2.11901
C -1.12941 -4.73520 2.08625
P 2.35403 -3.55316 2.06033
O 3.59566 -2.80622 2.00758
O 2.59416 -5.09597 1.74539
O 1.70495 -3.38810 3.49479
H 2.35033 -5.93608 -1.95531
H 1.11042 -1.95026 -1.05304
H 2.75757 -2.05774 -0.39707
H -1.65235 -3.20129 -0.11819
H -0.99350 -0.67905 1.11867
H -2.63261 -1.10226 0.54566
H -2.76692 -2.93458 2.20690
H -0.58402 -3.02692 4.69346
H -1.94721 -4.86418 1.35383
H -0.28115 -5.36017 1.77039
H -1.42914 -5.08761 3.07762
H 3.54334 -5.28241 1.81819
H 2.35874 -3.56744 4.18830
C 0.24672 3.58229 -0.17267
C -0.23732 3.03257 1.15213
O -1.63716 2.79113 0.95489
S -1.89330 2.37245 -0.57471
O -1.96117 0.95006 -0.64783
O -2.90952 3.19740 -1.10422
O -0.47640 2.83454 -1.16443
H -0.01050 4.63083 -0.28064
H 1.31556 3.45720 -0.30719
H -0.08008 3.72531 1.97426
H 0.24203 2.07720 1.38655
C -0.37456 5.37711 -5.16104
C 0.87470 6.23141 -5.13718
O 0.87963 6.82492 -3.83315
S 0.21950 5.80836 -2.78283
O 1.25698 5.10120 -2.11444
O -0.79496 6.49054 -2.06983
O -0.45968 4.81590 -3.84472
H -1.26751 5.98129 -5.33310
H -0.32289 4.58841 -5.90736
H 0.87138 6.99857 -5.90670
H 1.77574 5.62171 -5.23637

Its total charge is +1. The energy relative to the best compared isomer or geometry (same formula, charge and spin) comes out at 21.9 kcal/mol. The HOMO energy is -11.96 eV. The HOMO-LUMO gap is 7.707 eV.

These are the Mulliken partial charges, in e, on atoms 1 to 6: C 0.1149; C -0.5032; C -0.7359; N 0.4895; C -0.0864; N -0.3424



Q: total charge of number 5 (C11H21BrN3O12P2S2)?
A: +1